# 1
Molecular formula: C15H9BeN5S2Se
Method: DFT, the ωB97M-V functional and the def2-TZVPD basis

Element x y z (Å)
Be -0.6914 -0.2408 -0.3361
C 3.6020 -3.5680 0.1294
C 2.2677 -3.8268 0.1844
C 1.3647 -2.8241 -0.0905
C 1.8040 -1.5443 -0.4508
C 3.1842 -1.3027 -0.6152
C 4.0388 -2.3267 -0.3282
N 1.0118 -0.4612 -0.4525
N 1.6686 0.7299 -0.5241
C 0.8281 1.7341 -0.5205
C 1.2969 3.0329 -0.6563
C 0.3872 4.0632 -0.6869
C -0.9874 3.7656 -0.6694
C -1.3900 2.4756 -0.5745
N -0.5210 1.4606 -0.4909
H 4.3092 -4.3547 0.3363
H 1.9063 -4.8179 0.4064
H 0.3209 -2.9763 0.0653
H 3.5370 -0.2900 -0.7765
H 5.1139 -2.1076 -0.3551
H 2.3862 3.1521 -0.5340
H 0.7277 5.1096 -0.7195
H -1.7445 4.5251 -0.7922
H -2.4402 2.1950 -0.6141
S -3.9655 -1.1470 -0.9334
C -3.8698 -0.2789 0.5617
C -5.0690 0.4618 0.7456
N -6.0987 0.9821 0.8283
C -2.9002 -0.2829 1.5351
S -1.3120 -0.9589 1.5071
C -3.2312 0.2723 2.7790
N -3.5935 0.7253 3.7765
Se -1.9409 -1.3764 -1.7344

Properties
* M: 411.38 g/mol
* orbital gap: 0.1778 hartree
* charge: -2
* energy above the lowest of the compared OMol25 structures with the same formula, charge and spin: 0.000 eV
* DFT total energy: -4063.4803 Ha

---

# 2
Molecular formula: C15H9BrClFN4O3S
Method: DFT, the ωB97M-V functional and the def2-TZVPD basis

Element x y z (Å)
O -4.3281 1.8309 0.6403
S -3.1629 1.7516 1.5179
O -3.6379 2.0119 2.9579
N -2.6349 0.0889 1.3947
C -1.7910 0.0003 0.4765
N -1.6301 -1.2959 0.1577
C -0.3396 -1.8293 0.0022
C 0.4566 -2.2452 1.0968
C 1.5678 -3.1192 1.0240
F 2.1964 -3.4953 2.1571
C 1.9231 -3.4050 -0.3222
N 3.0974 -4.0880 -0.7003
C 3.2106 -4.0527 -2.0909
C 2.1327 -3.2834 -2.5602
C 1.3182 -2.9137 -1.4717
C 0.0295 -2.2503 -1.3364
N -1.1781 0.9063 -0.2836
C -0.8927 2.2253 0.1705
C 0.1980 3.0034 -0.3389
O 1.1057 2.2695 -1.0501
C 0.4127 4.2745 0.0708
C -0.5263 4.9108 0.8945
Cl -0.3834 6.5340 1.2589
C -1.7398 4.2164 1.3225
Br -3.1587 5.2262 2.1629
C -1.8373 2.8188 0.9405
H -2.2410 -1.9094 0.7466
H 0.0697 -2.0097 2.1157
H 3.7376 -4.5376 -0.1296
H 3.9559 -4.6327 -2.7305
H 2.0006 -3.1699 -3.6334
H -0.6716 -2.0364 -2.0980
H -0.3346 0.5059 -0.7723
H 1.7926 2.8789 -1.2866
H 1.2827 4.8198 -0.3031

Properties
* M: 459.68 g/mol
* orbital gap: 0.3177 hartree
* charge: 0
* energy above the lowest of the compared OMol25 structures with the same formula, charge and spin: 1.686 eV
* DFT total energy: -4553.9329 Ha

---

# 3
Molecular formula: C15H9N3O
Method: DFT, the ωB97M-V functional and the def2-TZVPD basis

Element x y z (Å)
O -1.3901 -1.7931 -1.1784
C -0.5491 -1.6597 -0.3012
C -0.0216 -2.5662 0.7562
N -0.2903 -3.8169 1.1320
C 0.3133 -4.4043 2.1394
C 1.3272 -3.7431 2.9093
C 1.7739 -2.4418 2.5581
C 0.8778 -1.8737 1.6064
C 0.9474 -0.5202 1.1118
C 1.3318 0.8233 1.5968
N 0.7361 1.6830 0.8526
N 0.1091 0.9670 -0.1483
C -0.5114 1.7336 -1.1584
C 0.2401 2.7928 -1.6314
C -0.1655 3.6626 -2.6536
C -1.5154 3.4745 -3.0860
C -2.3092 2.4276 -2.5681
C -1.8010 1.5337 -1.6600
C 0.0925 -0.4113 0.0896
H 0.1845 -5.4018 2.3947
H 1.8808 -4.2159 3.6732
H 2.5653 -1.8500 3.0022
H 1.8809 0.9340 2.5982
H 1.2577 3.0549 -1.2510
H 0.5313 4.4385 -2.8982
H -1.8373 4.2516 -3.7335
H -3.2913 2.2217 -2.8192
H -2.3673 0.6991 -1.3331

Properties
* M: 247.26 g/mol
* orbital gap: 0.2639 hartree
* charge: 0
* energy above the lowest of the compared OMol25 structures with the same formula, charge and spin: 1.272 eV
* DFT total energy: -816.4112 Ha

---

# 4
Molecular formula: C16H10BrCl5Pb
Method: DFT, the ωB97M-V functional and the def2-TZVPD basis

Element x y z (Å)
C 1.3680 -2.7632 -1.1788
C 2.4674 -1.9105 -1.4518
C 2.8271 -1.2498 -0.2287
H 2.9667 -1.8045 -2.4166
C 1.9027 -1.6794 0.7771
C 1.0249 -2.6276 0.1937
H 0.2562 -3.1915 0.7165
H 0.8868 -3.4430 -1.8824
H 3.6736 -0.5767 -0.0895
H 1.9019 -1.3604 1.8192
Pb 1.1088 0.9001 -1.0140
Br 0.8086 2.1458 -3.3310
C -3.1318 -0.4362 -1.5333
C -3.1157 -1.6163 -0.7302
C -2.4106 -2.6280 -1.4503
H -3.5368 -1.7199 0.2658
C -2.0434 -2.0952 -2.7205
C -2.4559 -0.7275 -2.7567
H -2.2717 -0.0326 -3.5714
H -3.5860 0.5174 -1.2676
H -2.2264 -3.6445 -1.1048
H -1.5187 -2.6305 -3.5110
Cl 2.6979 3.7416 0.1271
C 1.4641 3.2774 1.2590
C 0.6960 2.1655 0.9706
C -0.2376 1.6875 1.8727
Cl -1.0836 0.2114 1.5057
C -0.4721 2.3656 3.0875
Cl -1.5564 1.7287 4.2457
C 0.2397 3.5650 3.3529
Cl -0.1316 4.4828 4.7420
C 1.2553 4.0003 2.4578
Cl 2.2326 5.3483 2.8454

Properties
* M: 666.62 g/mol
* orbital gap: 0.1553 hartree
* charge: -2
* energy above the lowest of the compared OMol25 structures with the same formula, charge and spin: 0.025 eV
* DFT total energy: -5683.4901 Ha

---

# 5
Molecular formula: C16H10BrF5Ir
Method: DFT, the ωB97M-V functional and the def2-TZVPD basis

Element x y z (Å)
C 2.1128 1.2140 -0.1079
C 0.9643 2.0725 -0.0508
C 0.3277 1.9654 1.2213
H 0.6933 2.7847 -0.8879
C 0.9719 0.9422 1.9505
C 2.1200 0.4669 1.1725
H 2.8994 -0.1597 1.5558
H 2.8802 1.1756 -0.8444
H -0.5244 2.4826 1.5340
H 0.7416 0.5455 2.9168
Ir 1.0560 -0.5366 -0.2082
Br -0.9333 -1.8073 -0.7143
C 1.3724 -2.6979 -0.8389
C 2.3731 -2.3951 0.1455
C 3.2734 -1.4292 -0.3774
H 2.6072 -3.0557 0.9795
C 2.7750 -1.0077 -1.6443
C 1.6202 -1.6956 -1.9580
H 1.1400 -1.8077 -2.9254
H 0.8325 -3.6247 -0.9735
H 4.2630 -1.2177 0.0047
H 3.3604 -0.3974 -2.3494
F -1.8862 -0.3712 2.3766
C -2.4122 0.1769 1.2653
C -1.6394 0.4907 0.2335
C -2.3317 1.0980 -0.7973
F -1.6814 1.5458 -1.9599
C -3.7638 1.2982 -0.8475
F -4.3732 1.8381 -1.9098
C -4.4978 0.9209 0.2177
F -5.8481 0.9573 0.1708
C -3.8728 0.3254 1.3220
F -4.6202 -0.0969 2.3283

Properties
* 2S+1: 6
* M: 569.37 g/mol
* orbital gap (spin up / spin down): 0.2579 / 0.2153 hartree
* charge: 0
* energy above the lowest of the compared OMol25 structures with the same formula, charge and spin: 1.555 eV
* DFT total energy: -3792.9670 Ha

---

# 6
Molecular formula: C16H10BrF6N2OPtSb
Method: DFT, the ωB97M-V functional and the def2-TZVPD basis

Element x y z (Å)
Pt 0.0881 -1.3167 -0.0227
Br -6.4945 1.2621 -2.3262
C -5.0181 0.3088 -2.0360
C -5.0565 -1.1248 -2.2168
C -3.9373 -1.8391 -2.0295
C -2.6959 -1.1750 -1.5729
O -1.6802 -1.8301 -1.4041
C -2.6737 0.3117 -1.3807
C -1.4654 1.0340 -0.9781
N -0.3345 0.5498 -0.6021
C 0.7631 1.3915 -0.1979
C 0.7279 2.7511 0.0235
C 1.9035 3.4169 0.4055
C 3.0935 2.7440 0.5460
C 3.1631 1.3461 0.3289
C 4.3330 0.5541 0.4349
C 4.2771 -0.7976 0.2005
C 3.0504 -1.4033 -0.0763
N 1.9499 -0.6642 -0.1713
C 1.9742 0.6926 -0.0024
C -3.8028 1.0063 -1.6347
H -5.9904 -1.5876 -2.5123
H -3.8887 -2.9116 -2.1817
H -1.5474 2.1163 -1.0118
H -0.1814 3.3292 -0.0751
H 1.8648 4.4824 0.5841
H 3.9896 3.2776 0.8380
H 5.2750 1.0252 0.6899
H 5.1587 -1.4202 0.2607
H 2.9539 -2.4712 -0.2259
H -3.8437 2.0859 -1.5475
F 0.0049 -0.5882 1.9760
Sb 0.5987 -2.2547 3.0998
F 0.4791 -1.2264 4.6119
F -1.1857 -2.6687 2.8063
F 1.1110 -3.9137 3.6723
F 0.7445 -2.8805 1.0753
F 2.2922 -1.6121 2.6524

Properties
* 2S+1: 2
* M: 757.00 g/mol
* orbital gap (spin up / spin down): 0.1629 / 0.1634 hartree
* charge: +3
* energy above the lowest of the compared OMol25 structures with the same formula, charge and spin: 1.200 eV
* DFT total energy: -4332.1241 Ha

---

- Number 6 is which compound?
  C16H10BrF6N2OPtSb

---

What did the fourth record say?
Molecular formula: C16H10BrCl5Pb
Method: DFT, the ωB97M-V functional and the def2-TZVPD basis

Element x y z (Å)
C 1.3680 -2.7632 -1.1788
C 2.4674 -1.9105 -1.4518
C 2.8271 -1.2498 -0.2287
H 2.9667 -1.8045 -2.4166
C 1.9027 -1.6794 0.7771
C 1.0249 -2.6276 0.1937
H 0.2562 -3.1915 0.7165
H 0.8868 -3.4430 -1.8824
H 3.6736 -0.5767 -0.0895
H 1.9019 -1.3604 1.8192
Pb 1.1088 0.9001 -1.0140
Br 0.8086 2.1458 -3.3310
C -3.1318 -0.4362 -1.5333
C -3.1157 -1.6163 -0.7302
C -2.4106 -2.6280 -1.4503
H -3.5368 -1.7199 0.2658
C -2.0434 -2.0952 -2.7205
C -2.4559 -0.7275 -2.7567
H -2.2717 -0.0326 -3.5714
H -3.5860 0.5174 -1.2676
H -2.2264 -3.6445 -1.1048
H -1.5187 -2.6305 -3.5110
Cl 2.6979 3.7416 0.1271
C 1.4641 3.2774 1.2590
C 0.6960 2.1655 0.9706
C -0.2376 1.6875 1.8727
Cl -1.0836 0.2114 1.5057
C -0.4721 2.3656 3.0875
Cl -1.5564 1.7287 4.2457
C 0.2397 3.5650 3.3529
Cl -0.1316 4.4828 4.7420
C 1.2553 4.0003 2.4578
Cl 2.2326 5.3483 2.8454

Properties
* M: 666.62 g/mol
* orbital gap: 0.1553 hartree
* charge: -2
* energy above the lowest of the compared OMol25 structures with the same formula, charge and spin: 0.025 eV
* DFT total energy: -5683.4901 Ha

---

Repeat the second record exactly.
Molecular formula: C15H9BrClFN4O3S
Method: DFT, the ωB97M-V functional and the def2-TZVPD basis

Element x y z (Å)
O -4.3281 1.8309 0.6403
S -3.1629 1.7516 1.5179
O -3.6379 2.0119 2.9579
N -2.6349 0.0889 1.3947
C -1.7910 0.0003 0.4765
N -1.6301 -1.2959 0.1577
C -0.3396 -1.8293 0.0022
C 0.4566 -2.2452 1.0968
C 1.5678 -3.1192 1.0240
F 2.1964 -3.4953 2.1571
C 1.9231 -3.4050 -0.3222
N 3.0974 -4.0880 -0.7003
C 3.2106 -4.0527 -2.0909
C 2.1327 -3.2834 -2.5602
C 1.3182 -2.9137 -1.4717
C 0.0295 -2.2503 -1.3364
N -1.1781 0.9063 -0.2836
C -0.8927 2.2253 0.1705
C 0.1980 3.0034 -0.3389
O 1.1057 2.2695 -1.0501
C 0.4127 4.2745 0.0708
C -0.5263 4.9108 0.8945
Cl -0.3834 6.5340 1.2589
C -1.7398 4.2164 1.3225
Br -3.1587 5.2262 2.1629
C -1.8373 2.8188 0.9405
H -2.2410 -1.9094 0.7466
H 0.0697 -2.0097 2.1157
H 3.7376 -4.5376 -0.1296
H 3.9559 -4.6327 -2.7305
H 2.0006 -3.1699 -3.6334
H -0.6716 -2.0364 -2.0980
H -0.3346 0.5059 -0.7723
H 1.7926 2.8789 -1.2866
H 1.2827 4.8198 -0.3031

Properties
* M: 459.68 g/mol
* orbital gap: 0.3177 hartree
* charge: 0
* energy above the lowest of the compared OMol25 structures with the same formula, charge and spin: 1.686 eV
* DFT total energy: -4553.9329 Ha

---

- charge of number 2 (C15H9BrClFN4O3S)?
  0